# 1
A molecular structure, BrH2NOS2, computed with wB97M-V/def2-TZVPD.

Computed properties:
max |F|	4.3	eV Å⁻¹
energy above the lowest of the compared OMol25 structures with the same formula, charge and spin	57.05	kcal per mole
Kohn-Sham gap (spin up / spin down)	5.91 / 7.35	eV
highest occupied orbital energy (spin up / spin down)	-9.54 / -10.30	eV
LUMO (spin up / spin down)	-3.629 / -2.952	eV

Each line ends with the natural charge from an NBO analysis.
Positions of all 7 atoms, in Å:
O1 -1.0713 0.9770 0.9995  -0.92
H1 0.4977 -0.0537 -1.6157  0.45
Br1 2.3836 0.3136 0.1039  -0.06
H2 -0.0511 -0.8804 1.4906  0.07
N1 0.2515 -0.4721 -0.7504  -0.93
S1 -0.7484 -0.3023 0.3906  1.59
S2 -2.3936 -1.1885 -0.1343  -0.20

Atomic forces in eV per Å
O 0.607 -0.288 -0.851
H -0.867 0.712 -0.872
Br -0.858 -0.341 -0.297
H -0.641 -0.212 -1.694
N 2.453 -1.163 0.585
S -1.457 1.725 3.608
S 0.762 -0.433 -0.479

---

# 2
A molecular structure, C15H29N2O3PPtS, computed with wB97M-V/def2-TZVPD.

Computed properties:
max |F|	5.5	eV Å⁻¹
Kohn-Sham gap (spin up / spin down)	6.74 / 3.80	eV
highest occupied orbital energy (spin up / spin down)	-20.90 / -22.48	eV
LUMO (spin up / spin down)	-14.165 / -18.676	eV
net charge	+4
<S²>	6.04
2S+1	5

Each line ends with the natural charge from an NBO analysis.
Positions of all 52 atoms, in Å:
P1 -1.7651 -1.6335 0.0711  1.22
H1 2.2242 2.6447 2.1190  0.49
H2 -0.6386 -2.0551 2.8726  0.19
H3 -4.0449 -0.5744 1.8180  0.23
H4 4.7792 2.9737 2.1751  0.35
H5 -3.9048 1.1604 -1.0590  0.29
O1 -0.3245 1.0973 2.6694  -0.32
C1 4.9551 1.3653 0.7174  -0.28
H6 -1.0316 -3.6797 2.2376  0.23
C2 -2.7333 -4.1637 -0.6233  -0.61
C3 -0.2187 -3.9870 -0.4125  -0.62
C4 -2.4964 -2.1209 1.7122  -0.55
H7 -3.2428 -2.8908 1.4446  0.30
H8 -3.9808 -0.4916 -2.7632  0.29
H9 -3.5095 -2.1718 -2.5042  0.26
C5 -0.4523 0.8987 1.5422  0.50
H10 5.3438 0.3653 0.9270  0.33
N1 2.9233 2.2032 1.5338  -0.26
H11 -2.5313 -0.1638 2.6788  0.19
H12 -0.2318 -4.3822 0.6099  0.24
N2 3.8443 1.3131 -0.2493  -0.25
C6 0.1355 -0.4625 -2.1322  0.49
H13 -3.2576 0.9099 0.5705  0.25
C7 1.2708 -0.9760 0.4320  0.49
O2 0.5642 -0.9987 -3.0568  -0.27
H14 0.6762 -3.3674 -0.5385  0.18
H15 -2.1309 1.0434 -0.7926  0.15
C8 2.7233 1.8949 0.2374  0.16
H16 -2.2359 2.4320 -2.1528  -0.02
H17 -3.6805 -3.6524 -0.8348  0.23
H18 -2.6288 -4.9818 -1.3437  0.30
C9 -3.2349 -1.1382 -2.2849  -0.62
H19 -1.9443 -3.0181 3.5951  0.29
C10 4.3256 2.0084 1.9397  -0.28
H20 5.7701 1.9663 0.3085  0.35
Pt1 -0.1995 0.1391 -0.2575  0.53
H21 -2.7823 -4.6140 0.3750  0.24
C11 -3.2228 -0.9757 2.4183  -0.62
H22 -0.1212 -4.8424 -1.0943  0.29
C12 -1.5117 -3.2590 -0.7800  -0.53
H23 4.3963 1.3767 2.8276  0.33
C13 -1.4569 -2.7549 2.6437  -0.62
O3 2.0902 -1.6019 0.9512  -0.32
C14 -3.2088 -0.8635 -0.7805  -0.54
S1 1.3200 2.2816 -0.6871  0.32
H24 -2.2634 -0.9314 -2.7533  0.20
H25 3.9278 0.9827 -1.1973  0.49
C15 -3.1367 0.6403 -0.4815  -0.57
H26 -2.8795 2.0921 -2.3114  0.03
H27 -3.6600 -1.3588 3.3515  0.29
H28 -4.1066 -1.2806 -0.3031  0.31
H29 -1.4297 -2.9613 -1.8360  0.25

Atomic forces in eV per Å
P -3.620 -3.833 1.121
H -0.264 0.319 0.218
H -0.153 -0.143 0.035
H 0.070 -0.024 0.250
H 0.033 0.414 0.311
H 0.244 0.098 0.140
O -0.490 -0.567 -3.506
C -1.069 0.078 -0.277
H -0.089 0.277 0.194
C -0.700 0.010 0.485
C 0.056 -0.372 0.018
C 0.473 0.565 0.505
H 0.263 0.272 -0.187
H 0.103 -0.006 0.121
H 0.090 0.128 -0.026
C 0.274 1.494 4.589
H 0.230 -0.281 -0.197
N 1.790 -0.185 0.001
H -0.292 -0.152 0.095
H 0.022 0.076 -0.343
N 0.928 0.528 1.753
C 1.980 -1.697 -4.493
H -0.073 -0.170 -0.094
C 4.060 -2.859 2.252
O -1.730 1.848 3.258
H -0.080 -0.115 -0.093
H -0.519 0.045 -0.128
C -1.032 0.523 -0.974
H -0.175 0.226 -0.432
H 0.169 -0.197 0.061
H 0.105 0.119 -0.051
C 0.193 -0.200 0.096
H 0.170 0.133 -0.291
C -0.845 -0.349 -0.643
H 0.390 0.028 -0.330
Pt -0.658 -0.445 -0.378
H 0.032 0.073 -0.242
C -0.170 0.040 -0.068
H 0.109 0.176 0.203
C 1.419 0.250 -0.718
H -0.066 0.036 0.405
C 0.189 -0.335 0.100
O -2.869 2.172 -1.792
C -0.129 1.450 -0.598
S 1.327 0.454 0.438
H -0.275 0.048 -0.151
H 0.135 -0.122 -0.711
C -0.368 -0.305 0.369
H 0.409 0.538 -0.427
H 0.157 0.142 -0.243
H 0.240 -0.162 0.250
H 0.007 -0.037 0.124